This record from OMol25 describes 2 unconnected molecules or ions with the total composition C5H6NO2S at a distorted geometry. The level of theory is wB97M-V/def2-TZVPD.

Calculated values
Gap between HOMO and LUMO in eV: 7.29
Relative energy (zero: lowest compared OMol25 entry of this formula, charge and spin) in kcal per mole: 31.5
Max |F| in eV Å⁻¹: 3.9

Structure (ORCA input):
```
! RIJCOSX wB97M-V def2-TZVPD def2/J DEFGRID3
* xyz -1 1
C 1.22010 -2.20671 1.65065
C -1.23731 1.55869 -1.22115
C 0.34044 -0.42017 -1.27733
C 0.46499 1.33901 0.74570
C -0.08257 0.86820 -0.61243
N 0.28381 -2.53786 1.05753
O -2.33367 1.58174 -1.66144
O -0.01889 2.02025 -1.52074
S 2.58399 -1.69953 2.41608
H 1.29472 -0.38180 -1.82753
H -0.30189 -0.69835 -2.05377
H 0.35626 -1.14472 -0.48417
H -0.09126 1.25860 1.62956
H 0.38421 2.48337 0.53032
H 1.49545 1.16421 0.97980
*
```